No. 1
C30H46BrCuN3P2 | ωB97M-V with the def2-TZVPD basis set

CARTESIAN COORDINATES (ANGSTROEM)
C -0.3373 6.2382 -3.4818
C -0.5899 4.8844 -3.7985
C -0.8162 4.6268 -5.1586
C -1.0818 5.6843 -6.0402
N -1.0145 6.9774 -5.7014
C -0.6188 7.2249 -4.4432
C -0.5944 3.7578 -2.8660
C -0.6684 2.7731 -2.1183
C -1.6476 2.1250 -1.2397
C -1.3551 1.6084 -0.0028
C -2.2808 0.7852 0.6019
C -3.6845 0.8360 0.4173
C -4.0658 1.6172 -0.7272
C -3.0526 2.1064 -1.5708
Cu -0.2969 0.9156 -2.1366
P 2.4967 -1.1841 0.7112
H -0.7656 3.6002 -5.5325
H 0.1007 6.5229 -2.5252
H -1.3858 5.4682 -7.0603
H -0.5464 8.2786 -4.1833
H -3.2091 2.6646 -2.5131
H -0.3939 1.8403 0.4666
H -5.0958 1.8542 -1.0218
H -1.9210 -0.0768 1.2172
C 2.4639 -2.5880 1.8635
C 3.0477 -3.9596 1.5818
H 1.4026 -2.7129 2.1116
H 2.9342 -2.2077 2.7812
H 2.8710 -4.5787 2.4733
H 2.6084 -4.4792 0.7136
H 4.1349 -3.9188 1.4623
C 2.9763 -1.6393 -1.0203
C 3.5981 -0.5326 -1.8909
H 2.0780 -1.9629 -1.5855
H 3.6477 -2.5060 -0.9742
H 3.3748 -0.7014 -2.9607
H 3.1921 0.4471 -1.6106
H 4.6894 -0.4739 -1.8116
C 4.0805 -0.3627 1.1915
C 5.3328 -1.2265 1.3264
H 3.8644 0.1300 2.1501
H 4.2687 0.4485 0.4728
H 6.1566 -0.5445 1.5859
H 5.2499 -1.9698 2.1392
H 5.5976 -1.7395 0.3849
Br -4.4840 -0.5350 1.3369
P -1.4405 -1.9016 0.0276
C -0.1412 -3.1326 -0.3155
C -0.2568 -4.3510 -1.2276
H 0.3952 -3.5134 0.5530
H 0.5519 -2.4888 -0.8454
H 0.7483 -4.4837 -1.6582
H -0.4939 -5.2838 -0.7023
H -0.9472 -4.2329 -2.0662
C -2.7322 -3.1571 0.7116
C -3.9529 -3.6096 -0.1260
H -3.2147 -2.7908 1.6208
H -2.1542 -4.0596 0.9524
H -4.7374 -3.8411 0.6059
H -4.3422 -2.8557 -0.8381
H -3.8099 -4.5731 -0.6603
C -1.9763 -1.3482 -1.6595
C -2.4128 -1.9854 -2.9933
H -1.1472 -0.7390 -2.1051
H -2.7763 -0.6397 -1.4212
H -2.7931 -1.1562 -3.6237
H -1.5761 -2.3515 -3.5935
H -3.1919 -2.7464 -3.0038
C 2.1851 1.4591 6.0115
C 1.0549 1.1805 5.0786
C -0.1521 1.8631 5.0391
C -0.8784 1.3268 3.9384
N -0.1717 0.3446 3.3369
N 0.9917 0.2941 4.0472
C -2.1493 1.9164 3.4869
H 2.3531 2.5491 5.9997
H 1.9097 1.2073 7.0472
H 3.1241 0.9518 5.7518
H -0.4455 2.6705 5.7022
H 1.7307 -0.3599 3.7581
H -2.7109 2.2735 4.3815
H -1.9286 2.7967 2.8625
H -2.7722 1.2521 2.9124

Forces on atoms 1 to 6 (eV/Å):
-0.241 -0.049 0.206
0.844 -0.152 -0.273
-0.501 -0.271 -0.292
0.263 -0.085 0.209
-0.044 -0.831 0.796
0.138 -0.269 0.053

Computed properties:
- gap between HOMO and LUMO (spin up / spin down) (eV) = 6.42 / 3.85
- spin multiplicity = 2
- relative energy (zero: lowest compared OMol25 entry of this formula, charge and spin) (kJ/mol) = 668.1
- expectation value of S² = 0.75
- HOMO (spin up / spin down) (eV) = -13.215 / -13.178
- net charge = +2

No. 2
C30H46BrMnN3P2Se | ωB97M-V with the def2-TZVPD basis set

CARTESIAN COORDINATES (ANGSTROEM)
C -1.4285 5.4496 -5.1641
C -1.7133 4.3816 -6.0380
C -1.6835 4.6496 -7.4226
C -1.3616 5.9431 -7.8543
N -1.1025 6.9433 -7.0129
C -1.1309 6.7042 -5.7024
C -1.9854 3.0823 -5.5076
C -1.9603 2.2985 -4.3819
C -1.5632 1.9539 -3.0799
C -0.2270 1.5554 -2.8614
C 0.0382 0.6759 -1.8222
C -1.0034 0.1884 -1.0175
C -2.2419 0.8715 -1.0320
C -2.5296 1.7476 -2.0745
Mn -2.7669 1.5304 -5.7135
P 3.0254 -0.8767 -1.1774
H -1.8948 3.8824 -8.1600
H -1.4375 5.3325 -4.0860
H -1.3172 6.1673 -8.9229
H -0.9072 7.5491 -5.0490
H -3.5087 2.2245 -2.1563
H 0.5645 1.8879 -3.5400
H -2.9921 0.6745 -0.2683
H 1.0722 0.3625 -1.6330
C 2.8959 -2.0425 0.2506
C 3.3163 -3.4905 0.0157
H 1.8287 -2.0018 0.5201
H 3.4497 -1.6001 1.0926
H 3.1366 -4.0647 0.9333
H 2.7367 -3.9622 -0.7871
H 4.3844 -3.5819 -0.2212
C 3.5337 -1.9201 -2.6093
C 3.8977 -1.1039 -3.8503
H 2.6716 -2.5723 -2.8283
H 4.3663 -2.5689 -2.3021
H 4.0010 -1.7767 -4.7100
H 3.1214 -0.3685 -4.0957
H 4.8504 -0.5726 -3.7285
C 4.5879 0.0319 -0.8034
C 5.8303 -0.8245 -0.5809
H 4.3530 0.6557 0.0756
H 4.7409 0.7206 -1.6488
H 6.6769 -0.1631 -0.3609
H 5.7246 -1.5129 0.2662
H 6.0987 -1.4059 -1.4716
Br -0.7702 -1.2361 -0.0028
P -2.7155 -1.7056 -4.5951
C -0.9919 -2.0540 -4.0414
C -0.6928 -3.5488 -3.9820
H -0.8783 -1.5772 -3.0581
H -0.3408 -1.5486 -4.7711
H 0.3893 -3.6905 -3.8852
H -1.1660 -4.0245 -3.1142
H -1.0184 -4.0732 -4.8890
C -3.6506 -1.5100 -3.0215
C -4.4617 -2.7649 -2.6818
H -4.3034 -0.6312 -3.1360
H -2.8939 -1.3088 -2.2501
H -4.6572 -2.7827 -1.6044
H -5.4287 -2.7557 -3.1940
H -3.9345 -3.6918 -2.9463
C -2.5723 -0.3258 -5.5881
C -3.0172 -0.3188 -7.0714
H -1.5620 0.1868 -5.4305
H -3.4033 0.2506 -4.9083
H -3.1788 0.7378 -7.4149
H -2.2452 -0.7951 -7.7024
H -3.9521 -0.8811 -7.1879
C -1.2821 1.4591 2.2647
N -0.1305 0.8659 2.8997
C -0.1935 0.0316 3.9973
C 1.0866 -0.2595 4.3489
N 1.9120 0.4129 3.4685
C 3.3546 0.3924 3.5076
C 1.1747 1.0845 2.5215
Se 1.8292 2.0001 1.0896
H -0.9351 2.1662 1.5065
H -1.8844 1.9895 3.0149
H -1.8983 0.6833 1.7944
H -1.1333 -0.2666 4.4250
H 1.4859 -0.8592 5.1475
H 3.6949 0.5750 4.5342
H 3.7445 -0.5763 3.1666
H 3.7306 1.1841 2.8517

Forces on atoms 1 to 6 (eV/Å):
0.103 0.276 -0.462
0.672 1.483 -0.118
0.060 0.285 0.434
-0.153 -0.404 0.296
0.083 -0.054 -0.097
-0.189 -0.384 -0.005

Computed properties:
- gap between HOMO and LUMO (spin up / spin down) (eV) = 7.51 / 4.48
- spin multiplicity = 6
- relative energy (zero: lowest compared OMol25 entry of this formula, charge and spin) (kJ/mol) = 42.8
- expectation value of S² = 8.82
- HOMO (spin up / spin down) (eV) = -12.855 / -12.615
- net charge = +2

No. 3
C30H46Cl12F2O4 | ωB97M-V with the def2-TZVPD basis set

CARTESIAN COORDINATES (ANGSTROEM)
F 1.9300 7.2389 0.7241
C 1.2045 6.1260 1.1149
C 0.4348 5.4355 0.2126
C -0.2726 4.2560 0.5271
C -0.2361 3.8402 1.8503
C 0.5545 4.5015 2.7962
C 1.2763 5.5989 2.3983
H 0.3178 5.6558 -0.8382
H -0.8475 3.7003 -0.1990
H -0.8787 3.0034 2.0810
H 0.5183 4.1475 3.8159
H 1.7250 6.2798 3.1065
F -0.7175 -2.2810 1.6999
C -0.4812 -1.4053 0.7091
C 0.0570 -0.1527 1.0733
C 0.4342 0.6708 0.0145
C 0.3325 0.2779 -1.2692
C -0.1337 -1.0139 -1.5816
C -0.6779 -1.8243 -0.6174
H 0.2363 0.2003 2.0782
H 0.9879 1.5554 0.2926
H 0.6661 0.8930 -2.0918
H -0.0281 -1.3364 -2.6069
H -1.2419 -2.7081 -0.8761
C -3.7892 -4.9147 2.2105
Cl -2.3374 -5.0618 3.1985
Cl -3.3302 -4.0425 0.7254
H -4.1264 -5.9281 1.9931
H -4.4573 -4.2663 2.7773
C 1.1318 -4.2896 3.2934
Cl 2.6822 -5.0967 3.6315
Cl 0.4249 -3.8406 4.8350
H 1.2756 -3.4573 2.6044
H 0.4344 -4.9760 2.8132
C 2.2478 0.1755 6.1586
Cl 1.9506 1.8065 6.6872
Cl 1.8872 0.1137 4.4538
H 3.1995 -0.2820 6.4291
H 1.4588 -0.4123 6.6278
C 1.9965 -5.0857 -0.5082
Cl 0.3270 -4.8860 0.1593
Cl 2.6909 -6.6005 0.0552
H 1.9259 -5.1117 -1.5956
H 2.6657 -4.3164 -0.1227
C -2.6258 -2.1143 5.1042
Cl -2.2920 -1.3251 6.6876
Cl -3.9710 -1.3793 4.3592
H -1.8071 -1.8942 4.4190
H -2.7939 -3.1511 5.3955
C 0.4803 4.2006 -4.4395
Cl 1.4470 3.5965 -3.0786
Cl -0.3093 5.7298 -4.0999
H 1.1203 4.2515 -5.3203
H -0.3089 3.4901 -4.6855
C 3.9645 0.4526 -4.3765
C 3.0252 0.7975 -5.5818
O 3.2687 1.7540 -6.2921
C 1.7742 -0.0097 -5.7499
H 4.5922 -0.4288 -4.5084
H 3.2814 0.2849 -3.5439
H 4.6006 1.3006 -4.1227
H 1.3533 0.2702 -6.7156
H 1.0886 0.0427 -4.9041
H 2.0334 -1.0504 -5.9446
C -4.7587 -0.0464 0.8383
C -4.4605 1.3600 1.3617
O -5.3027 2.2368 1.4251
C -3.0197 1.7094 1.7649
H -5.8435 -0.1356 0.7808
H -4.4349 -0.7972 1.5591
H -4.2742 -0.3090 -0.1021
H -3.0657 2.3999 2.6071
H -2.3076 2.0232 1.0015
H -2.5389 0.7626 2.0106
C -3.6506 0.2505 -3.4772
C -2.4281 0.5621 -4.3429
O -1.3597 0.9485 -3.8481
C -2.6476 0.3750 -5.8051
H -3.5966 0.7054 -2.4881
H -3.7837 -0.7826 -3.1561
H -4.5534 0.6346 -3.9521
H -3.6766 0.5852 -6.0970
H -2.5015 -0.6960 -5.9454
H -1.8708 0.9185 -6.3430
C 4.3850 -0.0740 0.0917
C 4.0066 -1.4514 0.5395
O 4.3715 -2.4579 -0.0609
C 3.2823 -1.6699 1.7867
H 4.6846 0.5365 0.9435
H 3.5155 0.4224 -0.3391
H 5.1934 -0.0307 -0.6382
H 2.2518 -1.3199 1.7262
H 3.7337 -0.9898 2.5091
H 3.3105 -2.6754 2.2066

Forces on atoms 1 to 6 (eV/Å):
-0.852 -1.082 0.677
-0.061 -0.896 -0.435
-0.765 -0.994 -1.884
0.865 1.199 1.541
-0.146 -0.347 -0.364
-0.929 -0.686 -0.727

Computed properties:
- gap between HOMO and LUMO (spin up / spin down) (eV) = 2.06 / 7.63
- spin multiplicity = 2
- expectation value of S² = 0.76
- HOMO (spin up / spin down) (eV) = -0.016 / -5.597
- net charge = -1

No. 4
C30H46IrNO6PS2 | ωB97M-V with the def2-TZVPD basis set

CARTESIAN COORDINATES (ANGSTROEM)
Ir 0.3296 0.2109 0.2227
C 0.8185 1.0294 4.0667
C 0.5560 1.9280 2.8873
C -0.6904 1.8929 2.2290
C -1.8476 1.2147 2.9202
C -0.8835 2.6835 1.0715
C -2.2509 2.8941 0.4809
C 0.1877 3.4326 0.5486
C -0.0418 4.2469 -0.6930
C 1.4094 3.4771 1.2261
C 2.5740 4.2374 0.6545
C 1.5541 2.7949 2.4413
C 2.7837 3.0093 3.2745
H 0.5491 1.5064 5.0112
H 1.8716 0.7659 4.1074
H 0.2594 0.1020 3.9778
H -2.0927 0.2453 2.4840
H -2.7371 1.8380 2.8779
H -1.6167 1.0561 3.9683
H -2.5444 3.9312 0.6398
H -3.0032 2.2590 0.9297
H -2.2540 2.7068 -0.5890
H -0.0753 3.5974 -1.5663
H 0.7352 4.9855 -0.8479
H -0.9920 4.7700 -0.6347
H 2.5502 5.2885 0.9464
H 2.5670 4.1843 -0.4293
H 3.5120 3.8086 0.9903
H 3.5712 2.3180 2.9791
H 2.5659 2.8520 4.3261
H 3.1477 4.0257 3.1562
O 2.2696 0.4221 1.1841
C 3.2376 -0.3729 1.0993
C 3.1817 -1.7908 1.0071
C 4.3749 -2.5163 0.9381
C 4.3561 -3.8934 0.7963
C 3.1305 -4.5781 0.7470
C 1.9493 -3.8907 0.7879
C 1.9078 -2.4705 0.8981
O 0.7843 -1.8727 0.8839
N 5.5832 -4.6090 0.6849
O 5.5361 -5.8213 0.5536
O 6.6237 -3.9705 0.7191
H 4.2450 0.0659 1.0547
H 5.3237 -1.9988 0.9798
H 3.1433 -5.6544 0.6588
H 1.0051 -4.4119 0.7356
C 3.0474 1.6397 -2.2117
C 1.9751 0.6068 -2.6195
C 1.6155 0.8390 -4.0983
C 2.5612 -0.8022 -2.4496
C 0.7554 0.7843 -1.7880
H 3.9145 1.5413 -2.8601
H 3.3473 1.4799 -1.1804
H 2.6524 2.6469 -2.3105
H 2.5050 0.7580 -4.7201
H 1.1816 1.8270 -4.2409
H 0.8926 0.0975 -4.4280
H 3.3661 -0.9706 -3.1593
H 1.7943 -1.5550 -2.6126
H 2.9520 -0.9234 -1.4439
H 0.0455 1.5034 -2.1921
C -6.3243 -1.1399 -0.6804
C -5.2500 -0.4059 0.1067
C -5.8290 0.4511 1.2250
O -4.3693 -1.3555 0.7320
P -2.9750 -1.7938 0.1234
S -2.1514 -2.9546 1.5038
S -2.0192 -0.1066 -0.5349
O -3.4435 -2.5559 -1.2057
C -2.5931 -2.7793 -2.3343
C -1.6104 -3.9017 -2.0393
C -3.5109 -3.1151 -3.5020
H -6.9789 -0.4195 -1.1658
H -6.9012 -1.7742 -0.0119
H -5.8637 -1.7613 -1.4422
H -4.6562 0.2179 -0.5740
H -6.4145 -0.1630 1.9066
H -6.4715 1.2243 0.8104
H -5.0289 0.9135 1.8006
H -2.0520 -1.8432 -2.5356
H -2.1618 -4.8015 -1.7734
H -0.9672 -3.6225 -1.2056
H -0.9960 -4.1108 -2.9124
H -4.0751 -4.0172 -3.2774
H -2.9208 -3.2856 -4.3979
H -4.2076 -2.2997 -3.6823

Forces on atoms 1 to 6 (eV/Å):
-1.524 -1.060 -0.415
0.012 0.018 -0.118
-0.003 0.144 -0.194
0.108 0.188 0.080
-0.004 -0.113 -0.090
0.151 0.014 0.181

Computed properties:
- gap between HOMO and LUMO (spin up / spin down) (eV) = 6.63 / 5.43
- spin multiplicity = 6
- relative energy (zero: lowest compared OMol25 entry of this formula, charge and spin) (kJ/mol) = 77.9
- expectation value of S² = 8.77
- HOMO (spin up / spin down) (eV) = -7.384 / -7.984
- net charge = 0

No. 5
C30H46N2O10P | ωB97M-V with the def2-TZVPD basis set

CARTESIAN COORDINATES (ANGSTROEM)
C 2.3433 -1.8680 0.5222
C 3.6403 -1.6350 -0.2513
C 4.7649 -1.3418 0.5020
C 5.9957 -1.1279 -0.0976
C 6.0643 -1.2437 -1.4746
C 4.9495 -1.5266 -2.2290
C 3.6995 -1.7165 -1.6450
C 2.5234 -2.0319 -2.5659
C 1.2427 -1.2706 -2.2634
C 0.1193 -2.0080 -1.8417
C -1.0735 -1.3702 -1.5195
C -2.2305 -2.2172 -1.0918
C -3.5430 -1.8916 -1.4068
C -4.6425 -2.6774 -1.0641
C -4.3244 -3.8411 -0.3555
C -2.9854 -4.0467 -0.0643
N -1.9381 -3.3165 -0.3898
C -1.0995 0.0171 -1.6192
O -2.2215 0.7031 -1.2876
N -0.0250 0.7004 -2.0295
P -0.0475 2.4726 -2.1374
O -0.9283 2.9458 -3.1742
O -0.4387 2.9711 -0.6555
O 1.4539 2.9632 -2.3549
C 1.1417 0.0819 -2.3546
H 1.6142 -1.0909 0.2329
H 2.4699 -1.7476 1.6032
H 1.8883 -2.8319 0.2569
H 4.6878 -1.2590 1.5857
H 6.8566 -0.9093 0.5297
H 7.0416 -1.0998 -1.9366
H 5.1087 -1.5971 -3.3059
H 2.3112 -3.1092 -2.5943
H 2.8182 -1.7577 -3.5916
H 0.2161 -3.0895 -1.7552
H -3.7228 -0.9854 -1.9852
H -5.6609 -2.4163 -1.3342
H -5.1017 -4.5366 -0.0484
H -2.7677 -4.9520 0.5141
H -2.3014 0.6182 -0.3218
H -0.0362 2.3538 -0.0200
H 1.7769 3.4127 -1.5558
H 2.0173 0.6341 -2.6903
C -3.6123 -9.0158 5.1028
O -3.6328 -7.6047 5.1402
C -4.3240 -7.1124 6.2785
C -3.9815 -5.6571 6.5191
O -2.7418 -5.4719 7.1926
C -1.5671 -5.6751 6.4195
C -1.2835 -4.5477 5.4480
O -2.0662 -4.6963 4.2708
C -2.1321 -3.5063 3.5251
H -4.6296 -9.4208 5.0695
H -3.0810 -9.3199 4.2025
H -3.0795 -9.4162 5.9723
H -4.0594 -7.7012 7.1647
H -5.4015 -7.2074 6.0883
H -4.7353 -5.2436 7.1926
H -4.0197 -5.0778 5.5947
H -1.5873 -6.6431 5.9158
H -0.7508 -5.7024 7.1447
H -0.2251 -4.5762 5.1553
H -1.5029 -3.5874 5.9295
H -2.6296 -2.7169 4.1014
H -2.7226 -3.7023 2.6319
H -1.1297 -3.1775 3.2227
C 1.3405 5.3285 -5.0719
O 1.0223 6.5434 -4.4315
C 0.1408 6.3615 -3.3358
C 0.1538 7.5782 -2.4359
O 1.2614 7.6027 -1.5405
C 2.5218 7.9433 -2.1112
C 2.6577 9.4169 -2.4331
O 2.0310 9.7108 -3.6702
C 1.7919 11.0934 -3.8271
H 0.4381 4.8411 -5.4574
H 2.0050 5.5535 -5.9044
H 1.8627 4.6551 -4.3827
H 0.4336 5.4782 -2.7554
H -0.8692 6.2112 -3.7385
H -0.7301 7.5294 -1.7956
H 0.0878 8.5039 -3.0093
H 2.7430 7.3213 -2.9806
H 3.2578 7.7012 -1.3407
H 3.7218 9.6738 -2.5222
H 2.2063 10.0097 -1.6286
H 1.0975 11.4544 -3.0601
H 1.3357 11.2466 -4.8035
H 2.7274 11.6610 -3.7802

Forces on atoms 1 to 6 (eV/Å):
-0.184 0.598 -0.659
-1.167 -0.250 0.792
0.437 0.255 0.167
-0.405 -0.184 0.232
1.249 0.280 0.309
0.070 0.031 -0.574

Computed properties:
- gap between HOMO and LUMO (eV) = 6.43
- HOMO (eV) = -10.809
- net charge = +1

These records have max |F| values of 4.2 6.0 2.7 2.7 2.5 eV/Å, in the order they appear.